1.
Formula: C6H10N3OS
Source: OMol25
Level of theory: ωB97M-V/def2-TZVPD

```
21
Properties=species:S:1:pos:R:3:lowdin_charge:R:1
C 1.023 0.838 1.983 -0.095
C 0.285 1.874 2.457 -0.302
C 0.337 -0.002 1.083 -0.257
C 0.773 -1.244 0.521 -0.077
C -0.228 0.131 -3.132 -0.093
C -1.922 -0.063 -0.065 -0.257
N -0.968 0.434 0.975 -0.351
N -0.897 -0.484 -2.030 -0.034
N 2.029 -1.673 0.662 0.123
O -1.579 0.404 -1.252 -0.105
S -1.296 1.796 1.818 1.143
H 1.984 0.662 2.339 0.101
H 0.528 2.538 3.312 0.114
H -0.530 -0.448 -4.090 0.125
H -0.545 1.198 -3.013 0.094
H 0.897 0.109 -2.889 0.108
H 0.156 -1.554 -0.435 0.142
H -2.089 -1.182 0.115 0.170
H -2.975 0.486 0.225 0.180
H 2.650 -1.477 1.457 0.135
H 2.364 -2.343 -0.041 0.134
```

For the relative energy (zero: lowest compared OMol25 entry of this formula, charge and spin), the calculation gives 111.5 kcal per mole. The value obtained for the max |F| is 5.6 eV/A. For the frontier orbital gap (alpha / beta), the calculation gives 7.6 / 7.6 eV. The energy is -23725.7600 eV. The lowest unoccupied orbital energy (alpha / beta) is -4.856 / -3.557 eV. The net charge is +1.

---

2.
Formula: C19H42N2O5P
Source: OMol25
Level of theory: ωB97M-V/def2-TZVPD

```
69
Properties=species:S:1:pos:R:3:lowdin_spin:R:1
C 2.509 5.018 -2.929 0.000
O 2.202 4.385 -1.702 0.000
C 1.260 3.341 -1.834 0.000
O 1.863 2.065 -1.939 0.000
C 2.649 1.800 -0.781 0.000
C 2.503 0.347 -0.255 0.000
C 1.375 0.276 0.845 0.000
C 3.858 -0.045 0.447 0.000
C 4.491 -1.359 -0.123 0.000
C 5.925 -1.150 -0.708 0.000
C 4.625 -2.482 0.973 0.000
C 0.197 3.500 -2.963 0.000
N -1.012 2.740 -2.532 0.000
P 0.736 2.680 -4.600 0.000
O 0.679 3.960 -5.721 0.000
O -0.588 1.732 -5.060 0.000
H 2.813 4.313 -3.727 0.000
H 1.718 5.712 -3.273 0.000
H 3.392 5.655 -2.737 0.000
H 0.696 3.321 -0.879 0.000
H 3.706 1.988 -1.053 0.000
H 2.407 2.479 0.062 0.000
H 2.252 -0.397 -1.026 0.000
H 1.600 -0.462 1.628 0.000
H 0.427 0.026 0.342 0.000
H 1.274 1.256 1.353 0.000
H 3.722 -0.208 1.531 0.000
H 4.612 0.761 0.347 0.000
H 3.847 -1.778 -0.915 0.000
H 5.837 -0.638 -1.685 0.000
H 6.452 -2.110 -0.837 0.000
H 6.482 -0.479 -0.031 0.000
H 5.558 -2.324 1.537 0.000
H 4.635 -3.454 0.446 0.000
H 3.759 -2.499 1.657 0.000
H -0.156 4.536 -3.103 0.000
H -0.800 1.749 -2.545 0.000
H -1.297 3.029 -1.606 0.000
H 1.570 4.265 -5.866 0.000
H -0.706 1.929 -5.994 0.000
C -3.358 -2.036 4.049 0.003
C -2.904 -1.109 2.892 0.025
C -4.092 -0.284 2.366 0.014
C -5.035 -1.043 1.436 0.001
C -4.254 -1.761 0.341 0.015
C -3.158 -2.669 0.911 0.027
N -2.259 -1.935 1.838 0.346
O -1.485 -1.157 1.124 0.560
C -3.818 -3.866 1.623 0.001
C -2.371 -3.303 -0.245 0.000
C -1.916 -0.124 3.540 -0.001
H -2.823 -2.986 4.035 0.002
H -3.151 -1.595 5.025 0.000
H -4.429 -2.245 4.024 0.000
H -3.714 0.587 1.821 0.002
H -4.663 0.111 3.211 0.001
H -5.645 -1.752 2.004 0.000
H -5.735 -0.340 0.979 0.001
H -4.941 -2.350 -0.272 0.001
H -3.811 -1.016 -0.328 0.003
H -3.063 -4.512 2.074 0.001
H -4.372 -4.473 0.904 0.000
H -4.530 -3.589 2.397 0.000
H -1.931 -2.560 -0.909 -0.001
H -3.030 -3.922 -0.856 0.000
H -1.570 -3.942 0.132 0.000
H -1.025 -0.640 3.904 0.000
H -2.387 0.375 4.387 0.000
H -1.602 0.660 2.851 0.000
```

The spin multiplicity is 2. The value obtained for the max |F| is 3.0 eV/A. For the frontier orbital gap (alpha / beta), the calculation gives 9.0 / 8.4 eV. The energy is -42888.0060 eV. The lowest unoccupied orbital energy (alpha / beta) is 0.725 / 0.078 eV. The net charge is 0.

---

3.
Formula: C19H18Cl2F3N3O2
Source: OMol25
Level of theory: ωB97M-V/def2-TZVPD

```
47
Properties=species:S:1:pos:R:3:lowdin_charge:R:1
O -4.000 -1.962 -0.709 0.115
C -3.258 -1.015 -0.823 -0.450
O -2.011 -1.108 -1.307 -0.020
C -1.551 -2.410 -1.649 -0.132
C -1.080 -3.210 -0.418 -0.155
N 0.063 -2.697 0.295 -0.167
C 1.300 -2.665 -0.456 -0.162
C 2.469 -2.437 0.512 -0.154
N 2.275 -1.183 1.210 -0.070
C 2.725 0.010 0.751 -0.291
N 1.917 1.060 0.954 0.132
C 2.250 2.271 0.575 -0.066
C 3.445 2.552 -0.070 -0.108
C 3.794 3.921 -0.558 -0.594
F 3.724 4.016 -1.902 0.134
F 5.048 4.282 -0.231 0.138
F 2.983 4.871 -0.074 0.139
C 4.346 1.499 -0.248 -0.032
C 4.005 0.235 0.174 -0.535
Cl 5.238 -0.979 0.062 0.730
C 1.021 -1.206 1.941 -0.132
C -0.148 -1.437 0.983 -0.158
C -3.619 0.374 -0.453 -0.120
C -4.925 0.626 -0.037 -0.002
C -5.312 1.900 0.324 -0.091
C -4.382 2.930 0.273 -0.669
Cl -4.856 4.526 0.722 0.687
C -3.076 2.694 -0.135 -0.092
C -2.697 1.417 -0.498 -0.005
H -2.363 -2.963 -2.133 0.128
H -0.735 -2.253 -2.356 0.124
H -0.840 -4.222 -0.757 0.127
H -1.913 -3.274 0.287 0.125
H 1.315 -1.859 -1.212 0.130
H 1.430 -3.624 -0.963 0.128
H 2.483 -3.237 1.255 0.131
H 3.405 -2.443 -0.039 0.050
H 1.528 3.046 0.789 0.124
H 5.315 1.682 -0.689 0.123
H 1.076 -2.031 2.655 0.128
H 0.898 -0.261 2.466 0.115
H -0.203 -0.583 0.291 0.112
H -1.083 -1.494 1.545 0.133
H -5.625 -0.195 -0.006 0.123
H -6.322 2.101 0.643 0.107
H -2.368 3.507 -0.166 0.106
H -1.685 1.226 -0.818 0.114
```

The SMILES is O=C(OCCN1CCN(c2ncc(C(F)(F)F)cc2Cl)CC1)c1ccc(Cl)cc1. For the relative energy (zero: lowest compared OMol25 entry of this formula, charge and spin), the calculation gives 0.0 kcal per mole. The value obtained for the max |F| is 0.8 eV/A. For the frontier orbital gap, the calculation gives 8.6 eV. The energy is -61758.9332 eV. The lowest unoccupied orbital energy is 0.217 eV. The net charge is 0.

---

4.
Formula: C15H52O11
Source: OMol25
Level of theory: ωB97M-V/def2-TZVPD

```
78
Properties=species:S:1:pos:R:3:lowdin_charge:R:1
C -0.399 3.866 2.435 -0.044
C -0.669 2.762 3.520 -0.281
O -1.828 2.017 3.239 -0.117
H 0.644 4.169 2.341 0.065
H -1.201 4.629 2.487 0.083
H -0.543 3.411 1.463 0.059
H -0.785 3.114 4.576 0.122
H 0.196 2.187 3.542 0.073
H -1.800 1.148 3.699 0.061
C -4.769 0.067 -1.429 -0.076
C -3.485 -0.713 -1.178 -0.300
O -2.638 -0.175 -0.170 -0.074
H -5.315 0.036 -0.469 0.078
H -5.415 -0.381 -2.162 0.066
H -4.619 1.091 -1.703 0.071
H -2.930 -0.665 -2.120 0.101
H -3.653 -1.757 -0.934 0.098
H -3.069 0.492 0.318 0.017
C 1.228 -0.931 1.889 -0.065
C 0.357 -0.120 0.868 -0.223
O 1.167 0.964 0.294 -0.113
H 2.085 -1.457 1.446 0.081
H 0.651 -1.689 2.425 0.056
H 1.591 -0.271 2.640 0.055
H -0.508 0.275 1.376 0.089
H -0.037 -0.760 0.042 0.105
H 1.965 0.493 0.004 0.056
C 3.769 0.187 -3.378 -0.071
C 3.742 -0.841 -2.268 -0.275
O 3.840 -0.189 -0.993 -0.094
H 2.861 0.778 -3.279 0.039
H 3.728 -0.395 -4.267 0.068
H 4.610 0.905 -3.308 0.094
H 4.543 -1.541 -2.258 0.102
H 2.832 -1.396 -2.228 0.084
H 4.188 0.673 -1.206 0.038
C -4.677 2.329 2.200 -0.188
O -3.618 2.333 1.329 -0.121
H -4.683 1.486 2.870 0.068
H -4.712 3.251 2.851 0.102
H -5.542 2.192 1.613 0.061
H -2.829 2.303 1.847 0.006
C -1.302 -4.211 0.631 -0.119
O -0.062 -3.569 1.000 -0.139
H -1.133 -4.624 -0.359 0.069
H -1.691 -4.918 1.377 0.086
H -2.046 -3.447 0.520 0.058
H -0.074 -2.761 0.490 0.031
C -1.685 -1.462 4.960 -0.134
O -2.303 -0.196 4.747 -0.137
H -0.588 -1.477 5.128 0.088
H -2.079 -1.984 5.793 0.064
H -1.860 -2.044 4.047 0.086
H -2.645 0.089 5.645 0.131
C 4.236 3.204 0.263 -0.189
O 3.108 3.468 0.998 -0.080
H 4.745 4.132 0.225 0.070
H 4.960 2.408 0.613 0.103
H 3.963 2.947 -0.746 0.062
H 2.535 2.738 0.989 0.021
C 0.753 -1.261 -4.311 -0.194
O -0.266 -1.089 -3.397 -0.100
H 1.214 -0.265 -4.546 0.085
H 1.503 -1.991 -3.974 0.066
H 0.463 -1.694 -5.273 0.076
H -0.140 -0.254 -2.958 0.041
C 1.558 -5.321 -2.269 -0.123
O 2.424 -4.171 -2.131 -0.139
H 2.170 -6.141 -2.572 0.062
H 1.138 -5.579 -1.316 0.066
H 0.891 -5.123 -3.084 0.076
H 2.826 -4.250 -1.257 0.073
C 0.800 2.684 -3.150 -0.184
O 1.009 1.572 -2.404 -0.127
H 0.918 3.592 -2.601 0.070
H 1.617 2.758 -3.956 0.106
H -0.189 2.707 -3.617 0.084
H 0.956 1.659 -1.469 0.037
```

The SMILES is CCO.CCO.CCO.CCO.CO.CO.CO.CO.CO.CO.CO. For the relative energy (zero: lowest compared OMol25 entry of this formula, charge and spin), the calculation gives 122.4 kcal per mole. The value obtained for the max |F| is 2.8 eV/A. For the frontier orbital gap, the calculation gives 10.1 eV. The energy is -38915.9150 eV. The lowest unoccupied orbital energy is 0.424 eV. The net charge is 0.

---

5.
Formula: C5H10I2
Source: OMol25
Level of theory: ωB97M-V/def2-TZVPD

```
17
Properties=species:S:1:pos:R:3:lowdin_charge:R:1
C 1.686 1.013 -0.158 -0.105
C 1.091 -1.300 -0.681 -0.087
C -0.785 0.346 0.234 -0.298
C 0.855 -0.104 0.262 -0.384
C -2.282 -0.062 0.714 -1.140
I -2.966 -2.010 0.064 0.693
I -3.639 1.625 0.072 0.633
H 1.361 1.948 0.263 0.080
H 1.686 1.087 -1.174 0.060
H 2.604 0.993 0.388 0.089
H 1.493 -1.030 -1.570 0.029
H 0.191 -1.878 -0.784 0.036
H 1.949 -1.938 -0.389 0.091
H -0.702 1.371 0.462 0.018
H -1.023 0.398 -0.931 0.111
H 0.983 -0.479 1.370 0.159
H -2.504 0.020 1.859 0.015
```

For the relative energy (zero: lowest compared OMol25 entry of this formula, charge and spin), the calculation gives 37.1 kcal per mole. The value obtained for the max |F| is 5.7 eV/A. For the frontier orbital gap, the calculation gives 8.9 eV. The energy is -21546.0753 eV. The lowest unoccupied orbital energy is -0.456 eV. The net charge is 0.

---

6.
Formula: C3HN3O
Source: OMol25
Level of theory: ωB97M-V/def2-TZVPD

```
8
Properties=species:S:1:pos:R:3:lowdin_charge:R:1
N -1.842 2.281 -0.347 0.172
C -1.119 1.331 -0.421 -0.119
C -0.148 0.203 -0.254 -0.283
C -0.535 -0.444 1.054 -0.133
N -1.188 -1.072 1.799 0.190
N 0.856 -0.065 -0.976 0.119
O 1.553 -1.107 -0.240 -0.033
H 2.423 -1.128 -0.616 0.088
```

The SMILES is N#CC(C#N)=NO. For the relative energy (zero: lowest compared OMol25 entry of this formula, charge and spin), the calculation gives 41.7 kcal per mole. The value obtained for the max |F| is 5.4 eV/A. For the frontier orbital gap, the calculation gives 10.3 eV. The energy is -9641.0079 eV. The lowest unoccupied orbital energy is -1.291 eV. The net charge is 0.